(1)
{
  "formula": "C5H8O2",
  "method": "the ωB97M-V functional and the def2-TZVPD basis",
  "smiles": "CC1(OC=O)CC1",
  "homo_lumo_gap_ev": 11.303,
  "symbols": ["C", "C", "C", "C", "O", "C", "O", "H", "H", "H", "H", "H", "H", "H", "H"],
  "coordinates": [[-0.32, 1.46, -0.29], [-0.14, 0.05, 0.21], [-0.86, -1.09, -0.44], [-1.23, -0.66, 0.96], [1.15, -0.24, 0.73], [2.18, -0.22, -0.13], [2.12, 0.00, -1.31], [0.09, 1.58, -1.30], [0.21, 2.16, 0.37], [-1.38, 1.74, -0.30], [-1.53, -0.87, -1.26], [-0.31, -2.03, -0.54], [-2.16, -0.13, 1.11], [-0.92, -1.30, 1.78], [3.10, -0.46, 0.42]]
}

***

(2)
{
  "formula": "C5H8O2",
  "method": "the ωB97M-V functional and the def2-TZVPD basis",
  "homo_lumo_gap_ev": 8.339,
  "symbols": ["C", "C", "C", "C", "C", "O", "O", "H", "H", "H", "H", "H", "H", "H", "H"],
  "coordinates": [[-1.71, 0.54, -1.38], [1.00, -0.39, -0.37], [1.76, -1.32, 0.48], [0.48, 0.77, 0.41], [-0.92, 0.30, 0.89], [-1.11, 0.01, 2.05], [-1.91, 0.20, 0.00], [-1.78, 1.62, -1.51], [-0.75, 0.16, -1.74], [-2.53, 0.05, -1.91], [1.62, -1.25, 1.57], [1.70, -2.35, 0.13], [2.80, -1.01, 0.26], [1.02, 1.02, 1.33], [0.34, 1.66, -0.22]]
}

***

(3)
{
  "formula": "C5H8O2",
  "method": "the ωB97M-V functional and the def2-TZVPD basis",
  "homo_lumo_gap_ev": [8.330, 8.329],
  "symbols": ["C", "C", "O", "C", "C", "C", "O", "H", "H", "H", "H", "H", "H", "H", "H"],
  "coordinates": [[-1.93, -0.19, -0.62], [-0.74, 0.44, 0.04], [0.13, 0.68, 1.86], [1.26, 0.52, 1.25], [1.43, -0.84, 0.71], [0.58, -0.06, -0.26], [0.93, -0.20, -1.58], [-1.70, -1.20, -0.98], [-2.75, -0.26, 0.11], [-2.28, 0.45, -1.44], [-0.88, 1.48, 0.31], [1.99, 1.33, 1.12], [2.37, -1.11, 0.23], [0.98, -1.64, 1.29], [0.64, 0.60, -2.05]]
}

***

(4)
{
  "formula": "C5H8O2",
  "method": "the ωB97M-V functional and the def2-TZVPD basis",
  "smiles": "C1CO[C@@H]2C[C@@H]2O1",
  "homo_lumo_gap_ev": 10.690,
  "symbols": ["C", "C", "O", "C", "C", "O", "C", "H", "H", "H", "H", "H", "H", "H", "H"],
  "coordinates": [[1.35, 1.40, -0.40], [-0.04, 0.92, -0.75], [-0.16, -0.32, -1.37], [-0.85, -1.27, -0.58], [-0.44, -1.20, 0.92], [0.75, -0.46, 1.06], [0.47, 0.85, 0.66], [2.20, 0.77, -0.67], [1.53, 2.47, -0.41], [-0.80, 1.65, -1.02], [-0.60, -2.24, -1.02], [-1.93, -1.13, -0.68], [-1.23, -0.70, 1.50], [-0.26, -2.20, 1.32], [0.01, 1.45, 1.45]]
}

***

(5)
{
  "formula": "C5H8O2",
  "method": "the ωB97M-V functional and the def2-TZVPD basis",
  "smiles": "C[C@H]1OC12COC2",
  "homo_lumo_gap_ev": 10.822,
  "symbols": ["C", "C", "O", "C", "C", "O", "C", "H", "H", "H", "H", "H", "H", "H", "H"],
  "coordinates": [[2.06, -0.35, 0.53], [0.88, 0.59, 0.41], [0.58, 0.98, -0.93], [-0.39, 0.26, -0.22], [-1.79, 0.80, -0.03], [-2.35, -0.47, -0.40], [-1.06, -1.04, -0.67], [2.07, -0.89, 1.49], [2.06, -1.08, -0.29], [2.98, 0.23, 0.47], [0.87, 1.41, 1.13], [-2.09, 1.11, 0.98], [-2.03, 1.59, -0.75], [-0.92, -1.30, -1.72], [-0.88, -1.92, -0.04]]
}

***

(6)
{
  "formula": "C5H8O2",
  "method": "the ωB97M-V functional and the def2-TZVPD basis",
  "smiles": "O=C1CC[C@@H]1CO",
  "homo_lumo_gap_ev": 10.355,
  "symbols": ["O", "C", "C", "C", "C", "C", "O", "H", "H", "H", "H", "H", "H", "H", "H"],
  "coordinates": [[-1.55, -0.53, 1.84], [-1.23, 0.44, 0.85], [0.23, 0.22, 0.51], [0.55, -1.03, -0.35], [1.22, -0.14, -1.43], [0.84, 1.08, -0.59], [0.95, 2.27, -0.74], [-2.50, -0.66, 1.85], [-1.39, 1.47, 1.22], [-1.85, 0.31, -0.05], [0.81, 0.27, 1.44], [1.21, -1.76, 0.13], [-0.34, -1.55, -0.70], [0.75, -0.14, -2.42], [2.30, -0.27, -1.56]]
}

***

(7)
{
  "formula": "C5H8O2",
  "method": "the ωB97M-V functional and the def2-TZVPD basis",
  "smiles": "O=CCCCC=O",
  "homo_lumo_gap_ev": 10.231,
  "symbols": ["O", "C", "C", "C", "C", "C", "O", "H", "H", "H", "H", "H", "H", "H", "H"],
  "coordinates": [[-3.29, -0.18, 1.32], [-2.06, -0.30, 1.35], [-1.17, -0.35, 0.18], [0.25, -0.25, 0.45], [1.02, 0.69, -0.40], [1.88, 0.01, -1.48], [1.87, 0.53, -2.53], [-1.59, -0.54, 2.33], [-1.34, -1.10, -0.62], [-1.48, 0.42, -0.66], [0.46, -0.06, 1.46], [0.65, -1.32, 0.12], [0.35, 1.52, -0.74], [1.61, 1.31, 0.25], [2.85, -0.40, -1.01]]
}

***

(8)
{
  "formula": "C5H8O2",
  "method": "the ωB97M-V functional and the def2-TZVPD basis",
  "smiles": "O=C1CC(CO)C1",
  "homo_lumo_gap_ev": 10.240,
  "symbols": ["O", "C", "C", "C", "C", "O", "C", "H", "H", "H", "H", "H", "H", "H", "H"],
  "coordinates": [[1.05, -0.26, -1.88], [1.20, 0.64, -0.80], [0.36, 0.26, 0.42], [0.38, -1.22, 0.87], [-1.15, -1.13, 0.98], [-1.98, -1.80, 1.52], [-1.18, 0.20, 0.23], [1.67, -0.99, -1.75], [2.25, 0.76, -0.51], [0.86, 1.62, -1.18], [0.62, 0.93, 1.25], [0.65, -1.90, 0.06], [0.92, -1.50, 1.78], [-1.46, 0.06, -0.82], [-1.79, 0.99, 0.67]]
}

***

(9)
{
  "formula": "C5H8O2",
  "method": "the ωB97M-V functional and the def2-TZVPD basis",
  "homo_lumo_gap_ev": 8.799,
  "symbols": ["C", "C", "O", "C", "C", "C", "O", "H", "H", "H", "H", "H", "H", "H", "H"],
  "coordinates": [[1.29, 1.76, 0.44], [0.69, 0.85, -0.55], [0.58, -1.36, 0.81], [-0.75, 0.59, -0.30], [-1.14, -0.81, -0.75], [-0.34, -1.87, -0.05], [-0.48, -3.06, -0.21], [0.64, 2.25, 1.20], [1.98, 1.08, 0.97], [1.93, 2.50, -0.04], [1.08, -2.11, 1.14], [-1.12, 0.82, 0.71], [-1.20, 1.33, -0.99], [-2.20, -1.03, -0.56], [-0.96, -0.94, -1.82]]
}

***

(10)
{
  "formula": "C5H8O2",
  "method": "the ωB97M-V functional and the def2-TZVPD basis",
  "homo_lumo_gap_ev": 9.334,
  "symbols": ["O", "C", "C", "C", "C", "C", "O", "H", "H", "H", "H", "H", "H", "H", "H"],
  "coordinates": [[-2.14, -1.12, 0.79], [-1.26, -1.05, -0.32], [-0.39, 0.19, -0.15], [0.74, 0.16, 0.87], [1.67, 0.96, 0.00], [0.87, 1.26, -1.11], [0.77, 1.94, -2.10], [-1.74, -1.65, 1.49], [-1.89, -0.99, -1.21], [-0.67, -1.98, -0.39], [-1.07, 1.02, 0.00], [0.45, 0.67, 1.80], [1.10, -0.84, 1.13], [0.97, -0.01, -1.05], [2.61, 1.44, 0.26]]
}

***

(11)
{
  "formula": "C5H8O2",
  "method": "the ωB97M-V functional and the def2-TZVPD basis",
  "smiles": "C1CO[C@@H]2C[C@@H]2O1",
  "homo_lumo_gap_ev": 10.196,
  "symbols": ["C", "C", "O", "C", "C", "O", "C", "H", "H", "H", "H", "H", "H", "H", "H"],
  "coordinates": [[-1.45, 0.13, 0.85], [-1.17, 0.03, -0.63], [-0.21, 0.78, -1.31], [0.95, 1.01, -0.55], [1.50, -0.29, 0.03], [0.57, -0.96, 0.88], [-0.78, -1.09, 0.30], [-0.42, 0.21, 1.43], [-2.48, 0.23, 1.23], [-1.97, -0.17, -1.35], [0.75, 1.74, 0.26], [1.68, 1.46, -1.23], [1.74, -1.00, -0.76], [2.41, -0.08, 0.61], [-1.10, -2.12, 0.27]]
}

***

(12)
{
  "formula": "C5H8O2",
  "method": "the ωB97M-V functional and the def2-TZVPD basis",
  "smiles": "O=C1CC[C@@H]1CO",
  "homo_lumo_gap_ev": 9.976,
  "symbols": ["O", "C", "C", "C", "C", "C", "O", "H", "H", "H", "H", "H", "H", "H", "H"],
  "coordinates": [[2.44, 0.55, 0.80], [1.63, -0.36, 0.04], [0.12, -0.24, 0.38], [-0.60, 0.76, -0.45], [-2.03, 0.40, -0.16], [-1.35, -1.27, 0.02], [-1.64, -2.37, -0.34], [3.37, 0.29, 0.66], [1.92, -1.39, 0.24], [1.77, -0.14, -1.03], [0.01, 0.02, 1.45], [-0.12, 1.64, -0.02], [-0.38, 0.66, -1.52], [-2.76, 0.76, -0.91], [-2.37, 0.69, 0.83]]
}

***

(13)
{
  "formula": "C5H8O2",
  "method": "the ωB97M-V functional and the def2-TZVPD basis",
  "smiles": "C#CCOCCO",
  "homo_lumo_gap_ev": 11.060,
  "symbols": ["O", "C", "C", "O", "C", "C", "C", "H", "H", "H", "H", "H", "H", "H", "H"],
  "coordinates": [[0.97, -1.41, -2.16], [1.74, -0.96, -1.07], [1.12, 0.25, -0.40], [-0.14, -0.15, 0.11], [-0.84, 0.94, 0.68], [-2.08, 0.45, 1.33], [-3.04, 0.16, 1.99], [0.07, -1.52, -1.83], [2.73, -0.69, -1.47], [1.89, -1.76, -0.33], [1.00, 1.06, -1.13], [1.76, 0.61, 0.42], [-1.10, 1.68, -0.09], [-0.16, 1.45, 1.40], [-3.92, -0.10, 2.55]]
}

***

(14)
{
  "formula": "C5H8O2",
  "method": "the ωB97M-V functional and the def2-TZVPD basis",
  "smiles": "O=CCCCC=O",
  "homo_lumo_gap_ev": 10.382,
  "symbols": ["O", "C", "C", "C", "C", "C", "O", "H", "H", "H", "H", "H", "H", "H", "H"],
  "coordinates": [[0.30, 2.38, 1.66], [0.77, 1.44, 1.10], [0.44, -0.01, 1.25], [0.50, -0.91, -0.02], [-0.67, -1.02, -0.96], [-1.19, 0.40, -1.34], [-1.54, 1.22, -0.53], [1.61, 1.56, 0.37], [-0.59, -0.13, 1.61], [1.29, -0.41, 1.83], [0.68, -1.95, 0.27], [1.40, -0.58, -0.56], [-1.59, -1.32, -0.45], [-0.48, -1.51, -1.91], [-0.93, 0.83, -2.32]]
}

***

(15)
{
  "formula": "C5H8O2",
  "method": "the ωB97M-V functional and the def2-TZVPD basis",
  "smiles": "C[C@H]1OC12COC2",
  "homo_lumo_gap_ev": 10.842,
  "symbols": ["C", "C", "O", "C", "C", "O", "C", "H", "H", "H", "H", "H", "H", "H", "H"],
  "coordinates": [[-1.36, -0.39, 1.48], [-0.10, -0.89, 0.81], [-0.14, -1.48, -0.51], [0.40, -0.19, -0.36], [1.74, 0.37, -0.79], [1.07, 1.38, -1.57], [-0.23, 0.89, -1.20], [-1.17, 0.50, 2.11], [-2.07, -0.09, 0.70], [-1.83, -1.14, 2.12], [0.59, -1.54, 1.34], [2.34, 0.82, 0.01], [2.37, -0.30, -1.39], [-0.76, 0.43, -2.05], [-0.86, 1.64, -0.72]]
}

***

(16)
{
  "formula": "C5H8O2",
  "method": "the ωB97M-V functional and the def2-TZVPD basis",
  "smiles": "O[C@@]12CCO[C@H]1C2",
  "homo_lumo_gap_ev": 9.817,
  "symbols": ["C", "C", "C", "C", "C", "H", "H", "H", "H", "H", "H", "H", "H", "O", "O"],
  "coordinates": [[-0.64, -0.54, -0.27], [0.79, -0.67, -0.80], [1.28, 0.82, -0.43], [-0.24, 0.17, 1.01], [-1.50, -0.63, 1.00], [-1.08, 1.24, -0.91], [0.87, -0.88, -1.87], [1.37, -1.41, -0.22], [1.35, 1.51, -1.24], [2.24, 0.78, 0.11], [0.47, -0.39, 1.60], [-1.38, -1.45, 1.72], [-2.51, -0.27, 0.83], [-1.35, 0.35, -1.11], [0.33, 1.37, 0.57]]
}

***

(17)
{
  "formula": "C5H8O2",
  "method": "the ωB97M-V functional and the def2-TZVPD basis",
  "homo_lumo_gap_ev": 8.850,
  "symbols": ["C", "C", "O", "C", "C", "C", "O", "H", "H", "H", "H", "H", "H", "H", "H"],
  "coordinates": [[1.13, -1.07, 1.11], [-0.22, -0.44, 0.90], [-0.23, 1.00, 1.19], [-0.86, 1.26, -0.04], [0.12, 1.01, -1.32], [-0.73, -0.07, -0.48], [-1.50, -0.87, -1.26], [1.82, -0.75, 0.32], [1.54, -0.72, 2.06], [1.08, -2.16, 1.12], [-1.02, -0.94, 1.46], [-1.49, 2.14, -0.09], [0.93, 0.39, -1.71], [0.85, 1.74, -1.03], [-1.36, -0.62, -2.19]]
}

***

Values of relative energy (zero: lowest compared OMol25 entry of this formula, charge and spin), in order: 21.8; 89.8; 102.1; 51.0; 57.8; 27.7; 69.7; 27.2; 71.8; 114.2; 82.5; 72.1; 67.3; 39.5; 62.9; 99.7; 139.7, all in kcal/mol.